# 1
This record from OMol25 describes a molecular structure, C36H41IN4O2Pt. The level of theory is ωB97M-V with the def2-TZVPD basis set.

Each line ends with the Mulliken charge.
Geometry (Å):
Pt: 0.8853 0.1381 0.0327  0.67
C: -2.7778 1.6152 -2.4678  -1.77
C: -1.3327 2.0320 -2.1931  2.55
C: -0.6847 2.5656 -3.4746  -1.62
C: -1.2076 3.0424 -1.0697  0.70
C: -2.2130 3.9766 -0.8786  -0.84
C: -2.1156 4.9289 0.1222  -1.49
C: -1.0140 4.9306 0.9503  -0.85
C: 0.0239 4.0056 0.8134  0.68
C: 1.1383 4.1489 1.8503  0.64
C: 0.6178 3.7369 3.2315  -1.25
C: 2.4863 3.4831 1.6037  -1.49
C: -0.0715 3.0720 -0.2264  -0.45
N: 0.9483 2.1142 -0.4697  0.95
C: 1.9737 2.4320 -1.2933  -0.43
O: 2.2750 3.5364 -1.7226  -0.75
C: 2.7656 1.2013 -1.7507  0.38
C: 3.8057 1.1839 -2.6607  -0.60
C: 4.3609 -0.0476 -3.0043  -0.42
C: 3.8845 -1.2299 -2.4463  -0.59
C: 2.8418 -1.1500 -1.5408  0.21
N: 2.3333 0.0431 -1.2520  0.27
C: 2.1014 -2.3120 -0.8836  -0.12
O: 2.5014 -3.4561 -1.0550  -0.74
N: 0.9918 -1.9036 -0.2277  0.81
C: -0.0273 -2.8391 0.0719  -1.02
C: -0.1299 -3.3616 1.3702  1.01
C: -1.1574 -4.2524 1.6499  -0.69
C: -2.0616 -4.6238 0.6680  -1.43
C: -1.9556 -4.0938 -0.6065  -0.72
C: -0.9494 -3.1895 -0.9273  0.77
C: -0.8621 -2.6072 -2.3205  1.61
C: -0.0973 -3.5486 -3.2565  -1.65
C: -2.2346 -2.2791 -2.9073  -1.75
C: 0.9102 -3.0080 2.4115  1.53
C: 0.3678 -3.0262 3.8382  -2.01
C: 2.1249 -3.9365 2.2924  -1.56
H: -2.7946 0.7347 -3.1082  0.20
H: -3.3334 2.4001 -2.9844  0.57
H: -3.3165 1.3754 -1.5474  0.30
H: -0.7851 1.1320 -1.8949  -1.38
H: -1.2855 3.3803 -3.8849  0.40
H: -0.6216 1.7798 -4.2306  0.35
H: 0.3150 2.9572 -3.2918  0.34
H: -3.0790 3.9721 -1.5269  0.38
H: -2.8967 5.6662 0.2524  0.39
H: -0.9377 5.6784 1.7314  0.49
H: 1.3308 5.2276 1.8924  0.51
H: 0.5000 2.6503 3.2884  0.13
H: -0.3489 4.1867 3.4533  0.38
H: 1.3223 4.0390 4.0082  0.46
H: 2.4026 2.3964 1.5702  0.07
H: 3.1570 3.7393 2.4266  0.49
H: 2.9387 3.8259 0.6769  0.32
H: 4.1513 2.1205 -3.0743  0.55
H: 5.1758 -0.0849 -3.7145  0.43
H: 4.2927 -2.2000 -2.6902  0.53
H: -1.2473 -4.6752 2.6418  0.37
H: -2.8526 -5.3259 0.8980  0.39
H: -2.6717 -4.3845 -1.3636  0.35
H: -0.3026 -1.6697 -2.2477  -0.57
H: -0.6619 -4.4735 -3.3947  0.37
H: 0.8790 -3.8130 -2.8541  0.34
H: 0.0371 -3.0883 -4.2374  0.41
H: -2.7701 -3.1826 -3.2044  0.42
H: -2.1190 -1.6660 -3.8026  0.43
H: -2.8579 -1.7352 -2.1961  0.39
H: 1.2586 -1.9926 2.1887  -0.30
H: 0.1931 -4.0460 4.1840  0.45
H: -0.5708 -2.4778 3.9233  0.49
H: 1.0928 -2.5781 4.5216  0.36
H: 1.8757 -4.9276 2.6768  0.35
H: 2.9641 -3.5503 2.8743  0.38
H: 2.4391 -4.0462 1.2568  0.33
I: -4.8497 0.1065 1.5431  0.06
C: -2.8582 0.1150 2.1327  -0.60
C: -2.4917 0.0043 3.4663  0.05
C: -1.1426 0.0384 3.7870  -1.60
C: -0.2126 0.1599 2.7759  -0.33
N: -0.5763 0.2527 1.4881  0.70
C: -1.8727 0.2389 1.1719  0.63
H: -3.2408 -0.1087 4.2371  0.45
H: -0.8119 -0.0316 4.8128  0.59
H: 0.8490 0.2051 2.9755  0.72
H: -2.1112 0.3527 0.1222  -0.08

Properties
E_LUMO: -0.28 eV
frontier orbital gap: 7.66 eV
energy above the lowest of the compared OMol25 structures with the same formula, charge and spin: 0.0 kcal/mol
total charge: 0
highest occupied orbital energy: -0.292 hartree

=====

# 2
This record from OMol25 describes a molecular structure, C3LiMgO3Tl. The level of theory is ωB97M-V with the def2-TZVPD basis set.

Each line ends with the Mulliken charge.
Geometry (Å):
O: -2.0166 0.3708 1.2475  -0.72
C: -1.1007 0.9664 0.6758  1.15
O: -0.7134 2.1338 0.7409  -0.62
Tl: 1.0858 2.7498 2.0054  0.77
Li: -1.6877 -1.5523 0.9771  0.92
C: -0.1257 -0.1791 -0.1584  -1.50
C: 0.6573 -0.7200 -0.9386  1.16
O: 1.5442 -1.3266 -1.5852  -0.72
Mg: 2.3568 -2.4429 -2.9645  1.57

Properties
E_LUMO (spin up / spin down): -11.23 / -11.23 eV
frontier orbital gap (spin up / spin down): 4.49 / 4.48 eV
energy above the lowest of the compared OMol25 structures with the same formula, charge and spin: 0.0 kcal/mol
total charge: +2
highest occupied orbital energy (spin up / spin down): -0.577 / -0.577 hartree

=====

# 3
This record from OMol25 describes a single C2H5N3 molecule. The level of theory is ωB97M-V with the def2-TZVPD basis set.

Each line ends with the Mulliken charge.
Geometry (Å):
H: 2.2587 -1.2279 0.0462  0.20
N: 2.3939 -0.1978 -0.1308  -0.56
C: 1.2494 0.4143 0.0171  0.17
N: -0.0424 -0.2258 0.2572  -0.29
C: -1.2306 0.3734 0.0267  0.19
N: -2.4145 -0.1538 -0.1164  -0.61
H: -2.2746 -1.2348 -0.3348  0.21
H: 1.2312 1.5416 -0.2915  0.24
H: 0.1361 -1.2002 0.1004  0.19
H: -1.0237 1.4365 0.1468  0.25

Properties
E_LUMO: 0.91 eV
frontier orbital gap: 10.57 eV
energy above the lowest of the compared OMol25 structures with the same formula, charge and spin: 21.7 kcal/mol
total charge: 0
highest occupied orbital energy: -0.355 hartree
structure (SMILES): [H]/N=C\N/C=N\[H]

=====

# 4
This record from OMol25 describes a molecular structure, C10H28BrN3TaZr. The level of theory is ωB97M-V with the def2-TZVPD basis set.

Each line ends with the Mulliken charge.
Geometry (Å):
C: 0.8770 -2.1746 -3.8432  -1.46
C: 0.6166 -1.6608 -2.4319  0.34
C: -0.4506 -0.5372 -2.3950  -0.50
C: -0.1142 0.4950 -1.3020  0.84
C: -0.9124 1.7907 -1.3942  -1.59
Ta: -0.1319 -0.5168 0.7849  1.25
C: -2.0805 0.4494 1.4942  -1.32
C: -3.3281 -0.3074 1.0271  -0.74
C: -3.8721 0.1621 -0.3007  -0.39
Br: -5.7597 -0.1925 -0.2827  0.06
C: 1.1174 1.2650 1.5407  -1.68
C: 2.2915 0.7111 2.3279  1.08
N: 3.5781 1.2369 1.8666  -0.47
N: 2.1812 1.2060 3.6671  -0.65
N: 2.2390 -0.7493 2.1872  -0.41
H: 0.1673 -2.9569 -4.0662  0.36
H: 0.8703 -1.3888 -4.5848  0.37
H: 1.8538 -2.6356 -3.8856  0.43
H: 0.2466 -2.4828 -1.8400  0.26
H: 1.5795 -1.2875 -1.9832  -0.52
H: -0.4053 0.0272 -3.3174  0.47
H: -1.4260 -0.9681 -2.2213  0.13
H: 0.9470 0.7782 -1.5295  -0.71
H: -0.4028 2.4385 -2.0985  0.52
H: -0.9807 2.3510 -0.4731  0.30
H: -1.8700 1.5731 -1.8414  0.42
H: 1.4047 -1.4069 0.1946  0.11
H: -1.0937 -1.9846 0.1495  0.12
H: 0.0067 -1.4590 2.3656  0.23
H: -2.0433 0.3317 2.5770  0.68
H: -2.1415 1.5160 1.3156  0.49
H: -3.2140 -1.3862 1.0777  0.40
H: -4.0737 -0.0447 1.7955  0.55
H: -3.7341 1.2247 -0.4048  0.38
H: -3.3872 -0.3486 -1.1220  0.13
H: 1.4633 1.8519 0.6790  0.16
H: 0.4633 1.9057 2.1169  0.72
H: 3.5361 2.2408 1.7185  0.35
H: 3.9052 0.8085 0.9915  -0.03
H: 1.2165 1.1614 3.9701  0.23
H: 2.7191 0.6070 4.2891  0.35
H: 2.4392 -1.2396 3.0535  0.25
H: 2.8754 -1.0790 1.4767  0.25
Zr: 2.8271 0.6750 -1.3488  1.24

Properties
E_LUMO: -14.15 eV
frontier orbital gap: 3.64 eV
energy above the lowest of the compared OMol25 structures with the same formula, charge and spin: 51.0 kcal/mol
total charge: +3
highest occupied orbital energy: -0.654 hartree

=====

# 5
This record from OMol25 describes a single C6H9N molecule. The level of theory is ωB97M-V with the def2-TZVPD basis set.

Each line ends with the Mulliken charge.
Geometry (Å):
C: 0.2794 1.4405 -1.4734  -0.99
C: -0.2242 0.6440 -0.2852  0.76
C: -1.3072 0.9931 0.5819  -0.83
C: -1.4683 -0.1585 1.4192  -0.44
N: -0.7563 -1.2537 0.9177  -0.09
C: 0.1811 -0.6844 0.0660  0.08
C: 1.4964 -1.2393 0.0214  -1.25
H: -0.4035 1.4093 -2.4140  0.24
H: 1.2223 1.0094 -1.9600  0.26
H: 0.4982 2.4806 -1.1044  0.27
H: -2.0074 1.6903 0.5746  0.51
H: -2.0150 -0.3493 2.3543  0.38
H: -1.2062 -2.0836 1.0803  0.19
H: 2.1423 -0.5418 0.6380  0.25
H: 1.3901 -2.2282 0.4776  0.34
H: 2.1783 -1.1284 -0.8939  0.29

Properties
E_LUMO: 1.07 eV
frontier orbital gap: 8.29 eV
energy above the lowest of the compared OMol25 structures with the same formula, charge and spin: 61.2 kcal/mol
total charge: 0
highest occupied orbital energy: -0.265 hartree
structure (SMILES): Cc1cc[nH]c1C

=====

# 6
This record from OMol25 describes a single C6H15N5O3 molecule. The level of theory is ωB97M-V with the def2-TZVPD basis set.

Each line ends with the Mulliken charge.
Geometry (Å):
C: 0.2765 1.0077 -1.2630  1.17
C: -1.1273 -0.3374 0.3125  0.34
C: 0.3782 -2.0092 -2.0721  -0.61
C: -1.5473 -0.7411 3.0503  -0.76
C: 0.8762 -0.6912 3.3012  -0.75
C: -0.1445 1.7360 -2.5462  -0.94
N: 1.3459 -1.0007 -1.8913  0.07
N: 1.3454 0.1593 -1.3985  -0.71
N: -0.0344 -0.2769 1.1130  -0.15
N: -0.2262 -0.4989 2.4183  0.12
N: -0.0058 3.1830 -2.4570  -0.80
O: -0.9832 0.3247 -0.8677  -0.38
O: 0.6565 2.0846 -0.3890  -0.63
O: -2.1333 -0.9895 0.4306  -0.57
H: -0.3453 -1.7040 -2.9879  0.21
H: 0.7690 -3.0136 -2.1485  0.38
H: -0.2755 -2.1759 -1.1638  0.14
H: -1.4478 -0.5954 4.1753  0.28
H: -2.2472 -0.0537 2.5407  0.31
H: -1.8242 -1.8367 2.8686  0.26
H: 1.8318 -0.3370 2.9028  0.32
H: 0.5801 -0.3589 4.3051  0.28
H: 1.0400 -1.8692 3.4613  0.27
H: -1.2248 1.6002 -2.7740  0.29
H: 0.3949 1.4429 -3.3950  0.42
H: 2.3599 -1.3660 -2.0206  0.32
H: -0.3008 3.3532 -1.4707  0.36
H: 1.0262 1.5762 0.3610  0.44
H: 0.9870 3.3877 -2.3953  0.31

Properties
E_LUMO (spin up / spin down): 0.53 / -0.65 eV
frontier orbital gap (spin up / spin down): 8.80 / 6.30 eV
total charge: 0
highest occupied orbital energy (spin up / spin down): -0.304 / -0.255 hartree